The following is a quantum chemistry calculation of a single C2H4N2 molecule, from OMol25.

Calculated values
HOMO-LUMO gap, eV: 9.4
Structure (SMILES): C#CNN
LUMO, hartree: 0.0293
Multiplicity: 1
HOMO level, Eh: -0.3168

Structure (XYZ):
```
8
C2H4N2 | OMol25 | ωB97M-V with the def2-TZVPD basis set
C -0.11970 -1.13433 -1.89560
C -0.00854 -0.38109 -0.92122
N 0.37934 0.44549 0.15589
N 0.09191 0.10606 1.47573
H -0.67652 -1.66616 -2.58419
H 0.36553 1.52227 -0.06877
H -0.89770 0.48691 1.75631
H 0.86568 0.62086 2.08185
```

Mulliken atomic charge list, values in e, 4 entries:
1 C -0.463
2 C 0.045
3 N -0.138
4 N -0.559

The following is a quantum chemistry calculation of 2 unconnected molecules or ions with the total composition C2H4N2, from OMol25.

Calculated values
HOMO-LUMO gap (spin up / spin down), eV: 9.2 / 9.6
LUMO (spin up / spin down), hartree: -0.0315 / -0.0452
Multiplicity: 1
HOMO level (spin up / spin down), Eh: -0.3687 / -0.3995

Structure (XYZ):
```
8
C2H4N2 | OMol25 | ωB97M-V with the def2-TZVPD basis set
C -0.52621 0.67726 1.33377
C 0.00472 0.68035 0.04823
N -1.27210 0.76346 2.19942
N 0.42103 -1.54136 -0.63999
H -0.61768 0.97780 -0.77228
H 0.96197 1.17402 0.17722
H -0.30269 -1.34715 -1.26510
H 1.33096 -1.38439 -1.08126
```

Mulliken atomic charge list, values in e, 4 entries:
1 C 0.449
2 C -0.708
3 N -0.337
4 N -0.507

The following is a quantum chemistry calculation of a single C2H4N2O molecule, from OMol25.

Calculated values
HOMO-LUMO gap, eV: 9.6
Structure (SMILES): C=NNC=O
LUMO, hartree: 0.0124
Multiplicity: 1
HOMO level, Eh: -0.3408

Structure (XYZ):
```
9
C2H4N2O | OMol25 | ωB97M-V with the def2-TZVPD basis set
C 1.33702 -0.06417 0.33012
N 0.38135 0.78755 0.54610
N -0.54950 0.95230 -0.39140
C -1.31846 -0.49676 0.08771
O -1.81681 -1.16026 -0.75044
H 2.11073 -0.11931 1.08233
H 1.66142 -0.33046 -0.67896
H -0.24243 0.74095 -1.35472
H -1.56333 -0.30983 1.12925
```

Mulliken atomic charge list, values in e, 4 entries:
1 C -0.342
2 N -0.282
3 N -0.313
4 C 0.199

The following is a quantum chemistry calculation of a single C2H4N2O molecule, from OMol25.

Calculated values
HOMO-LUMO gap (spin up / spin down), eV: 9.5 / 8.5
LUMO (spin up / spin down), hartree: 0.0028 / -0.0143
Multiplicity: 1
HOMO level (spin up / spin down), Eh: -0.3468 / -0.3285

Structure (XYZ):
```
9
C2H4N2O | OMol25 | ωB97M-V with the def2-TZVPD basis set
C 0.96754 0.53085 0.82241
C -0.95446 -0.23762 -0.34262
N 1.10016 1.37374 -0.01680
N 0.44774 -0.49294 -0.03129
O 1.09949 -1.25228 -0.81998
H 1.02225 0.41356 1.82713
H -0.96533 0.86458 -0.75489
H -1.18095 -0.84578 -1.18725
H -1.53643 -0.35412 0.50328
```

Mulliken atomic charge list, values in e, 4 entries:
1 C 0.037
2 C -0.818
3 N -0.440
4 N 0.359

These records have max |F| values of 0.0811, 0.0641, 0.1072, 0.0856 hartree/bohr, in the order they appear.
These records have relative energy (zero: lowest compared OMol25 entry of this formula, charge and spin) values of 379.6, 388.1, 348.3, 530.8 kJ/mol, in the order they appear.